Entry 1:
ORCA calculation (the ωB97M-V functional and the def2-TZVPD basis) on a structure of composition C38H52N2O2P2W.

Spin multiplicity: 3
E_LUMO (alpha / beta) (eV): -6.946 / -7.224
Charge: +2

Atoms and positions in Å:
H (0.170, -0.841, -4.530)
H (-0.980, 2.897, -1.282)
C (-0.530, -3.108, 1.712)
H (2.909, 2.098, -2.787)
H (6.316, 3.824, 2.803)
H (1.916, 4.345, -3.421)
C (0.323, 0.129, 6.260)
H (-3.782, -3.071, -1.336)
C (-2.189, 2.123, -2.836)
H (1.504, -2.766, 2.123)
H (-1.645, -1.838, 4.099)
H (-2.815, -0.752, -5.448)
C (-1.867, -0.098, -1.783)
C (-2.810, 1.063, -1.836)
C (-1.498, -2.085, 1.969)
H (-2.599, -4.358, -1.720)
W (-0.637, -1.834, -0.173)
C (2.297, -0.898, -2.641)
C (0.088, -2.487, -2.511)
H (-0.548, 4.634, -3.290)
H (-3.431, -0.227, 1.026)
N (0.273, -0.038, 0.796)
C (-0.248, -5.055, 0.048)
H (-0.212, 2.556, 3.936)
H (-2.315, -0.496, 3.142)
O (-1.594, 1.455, 0.998)
C (-0.220, 1.254, 5.647)
H (1.424, 4.345, -1.668)
C (-2.834, -0.708, -4.350)
C (-3.126, -3.842, -0.912)
C (1.777, -0.197, 4.346)
H (0.944, -4.397, 2.588)
C (-2.520, -2.170, 0.975)
C (1.378, 3.770, -2.633)
H (2.573, -1.915, -2.350)
H (4.044, 0.487, 1.265)
H (0.119, -5.677, 0.878)
C (2.966, 3.212, 2.979)
C (1.024, 1.500, -1.884)
H (0.983, -3.103, -2.406)
C (4.112, 1.439, 1.778)
C (0.667, -3.338, 2.545)
H (0.648, -4.787, -0.544)
H (-2.881, 2.809, -3.296)
H (0.512, -2.998, 3.575)
H (-3.743, -4.580, -0.385)
H (4.196, 4.840, 3.651)
H (-0.213, -2.489, -3.570)
H (2.294, -0.789, -3.735)
C (-2.203, -3.286, 0.119)
C (0.070, -0.043, -3.768)
H (-0.973, 1.848, 6.163)
C (1.862, 2.329, -2.429)
H (-0.931, -5.673, -0.549)
H (-0.760, -3.003, -2.001)
H (6.241, 1.651, 1.560)
H (-4.353, -1.473, 0.105)
C (-1.523, -1.247, 3.183)
C (4.186, 3.884, 3.140)
C (2.947, 1.994, 2.305)
H (0.679, 0.847, -4.004)
C (1.336, -0.590, 5.612)
C (-0.978, 2.744, -2.373)
N (0.582, 2.028, 1.584)
H (1.802, -1.445, 6.091)
C (1.156, 0.879, 3.701)
H (-0.576, -0.719, 3.312)
H (-4.320, -1.498, 1.881)
O (2.437, -0.836, 1.181)
C (-0.394, 1.162, 1.098)
H (0.235, 2.890, 1.984)
H (2.894, -0.121, -2.163)
H (-2.791, 1.493, -0.838)
H (-0.620, 1.908, -5.587)
H (-0.017, 3.173, -4.178)
C (0.204, 1.649, 4.379)
C (1.544, -0.016, 1.401)
H (-3.828, 0.736, -2.068)
C (5.339, 2.102, 1.964)
H (-1.217, 0.081, -0.830)
C (-1.613, 1.492, -5.374)
H (-2.235, -1.151, -1.883)
H (-1.898, 0.877, -6.239)
C (-0.979, -3.869, 0.590)
H (0.413, 1.691, -0.969)
H (-0.012, -0.183, 7.248)
H (2.060, 3.645, 3.400)
P (0.616, -0.669, -2.056)
C (1.605, 1.255, 2.270)
P (-1.598, 0.483, -3.736)
H (2.604, -0.712, 3.843)
H (-3.845, -0.419, -4.018)
C (-3.722, -1.289, 0.982)
H (-2.332, 2.325, -5.349)
C (-0.109, 3.629, -3.180)
C (5.360, 3.311, 2.653)
H (-2.565, -1.702, -3.972)

Forces on atoms 1 to 3 (eV/Å):
H 0.20 0.54 0.18
H 0.06 0.25 -0.54
C -0.66 0.08 0.10

***

Entry 2:
ORCA calculation (the ωB97M-V functional and the def2-TZVPD basis) on a structure of composition C38H53As2BrN3O10P2SZr.

E_LUMO (eV): -3.471
Charge: +1

Atoms and positions in Å:
H (-4.497, -0.136, 2.569)
H (-1.449, 1.300, 3.003)
C (1.903, -2.937, -3.445)
O (1.899, -2.926, -2.103)
H (3.406, -0.613, 4.023)
C (-1.423, -0.238, -5.493)
H (-0.044, 2.389, -4.148)
C (-0.577, 1.757, -3.446)
C (3.136, -0.629, -7.034)
H (0.343, 1.603, -6.205)
H (3.410, -2.575, 0.406)
C (0.592, -1.498, -5.969)
O (1.512, -3.896, -4.061)
C (-0.597, -2.014, 3.314)
H (2.048, -1.737, 7.238)
P (0.796, 0.423, 2.727)
H (-2.972, 0.513, 1.975)
C (4.941, 1.667, -5.029)
O (1.497, -2.038, 1.013)
H (-3.389, -3.042, 3.493)
H (4.492, 1.959, -5.975)
C (-0.328, -3.186, 5.267)
C (2.247, -0.471, -3.760)
C (2.459, -1.739, -4.124)
H (-0.181, 0.958, -7.781)
H (1.117, -3.932, -0.520)
H (4.686, 4.146, -1.383)
H (1.572, 2.507, 4.947)
C (3.583, 0.655, -0.334)
C (-3.726, -1.559, 0.374)
C (2.611, 2.397, 2.477)
C (2.115, 2.378, -1.872)
O (-1.607, 0.824, -6.279)
N (2.355, 0.310, -0.749)
C (2.911, 0.694, -4.396)
C (-0.464, 1.588, 3.349)
H (4.106, -0.058, 0.288)
H (-3.233, -0.766, -0.194)
H (-0.315, -5.255, 7.947)
C (-3.421, -0.317, 2.520)
H (-4.025, -3.661, 1.963)
H (3.528, -0.304, 2.290)
H (1.772, -4.990, -1.797)
C (-1.283, -3.762, 1.229)
H (-0.259, -3.997, -5.545)
H (-1.763, -3.046, -5.349)
H (1.993, 3.244, 2.774)
H (-1.437, -4.964, 5.752)
S (-0.800, -1.308, -2.098)
H (0.221, -4.162, -2.037)
H (5.153, 2.101, -0.350)
H (1.420, -3.654, 8.681)
H (-0.700, 2.230, -2.477)
H (2.398, 2.187, 1.428)
C (0.941, -3.510, 7.722)
H (2.035, 0.899, 5.537)
H (4.918, 2.514, -4.346)
N (0.988, -1.209, 4.905)
H (4.462, 0.675, 3.429)
O (-0.905, -2.960, -7.247)
H (-1.639, -3.934, 0.213)
C (3.379, 2.752, -1.423)
C (1.641, 1.116, -1.576)
As (2.483, -2.194, -6.053)
H (3.271, 2.088, 5.113)
H (5.957, 1.318, -5.174)
O (2.323, 1.694, -4.745)
H (4.224, -0.604, -6.996)
C (-0.082, -1.918, -7.259)
P (-1.360, -1.982, 1.628)
C (2.288, 1.691, 4.840)
H (2.500, -3.820, 1.276)
C (0.656, -2.271, 5.687)
H (-3.610, -2.502, -0.165)
H (-0.259, 2.586, 2.962)
Br (-1.048, 1.415, 0.096)
H (2.702, 0.323, -6.745)
H (-1.550, 1.471, -3.834)
N (-0.928, -3.037, 4.058)
C (4.152, 1.851, -0.680)
C (0.382, -1.059, 3.757)
C (3.504, 0.171, 3.273)
C (2.701, -2.749, 1.219)
C (-1.179, -3.670, -6.022)
C (2.364, 1.184, 3.396)
H (-4.904, -2.417, 2.839)
H (-3.044, -0.334, 3.547)
Zr (0.547, -0.705, -0.022)
C (-3.904, -2.766, 2.574)
H (-1.877, -4.333, 1.935)
H (3.656, 2.706, 2.557)
C (-0.495, 1.501, -6.894)
As (0.435, 0.126, -3.174)
C (-3.185, -1.648, 1.809)
O (0.159, -1.331, -8.284)
H (-1.755, -4.538, -6.326)
C (-0.677, -4.275, 6.097)
C (-0.053, -4.426, 7.301)
O (3.814, 3.972, -1.754)
H (1.561, 3.064, -2.496)
C (1.204, -4.088, -1.581)
O (-2.372, -0.801, -5.007)
H (3.152, -2.447, 2.165)
H (-4.795, -1.331, 0.410)
C (-0.017, -0.651, -5.147)
C (1.294, -2.452, 6.934)
H (2.825, -0.837, -8.059)
H (-0.445, 1.601, 4.439)
H (-0.869, 2.484, -7.162)
O (4.228, 0.555, -4.452)
H (-0.249, -4.091, 1.311)

Forces on atoms 1 to 3 (eV/Å):
H 0.02 0.00 0.01
H 0.00 -0.02 0.01
C -0.28 0.01 0.06

***

Entry 3:
ORCA calculation (the ωB97M-V functional and the def2-TZVPD basis) on a structure of composition C38H54F3MnNO3P3SSeSi.

Spin multiplicity: 2
E_LUMO (alpha / beta) (eV): 2.362 / 2.365
Charge: -1

Atoms and positions in Å:
H (0.470, -3.316, -3.139)
H (-1.078, 0.061, -3.080)
H (-1.536, -0.636, 4.453)
C (-2.821, -2.203, -2.141)
C (-2.057, -3.555, 1.476)
F (4.592, -2.049, -1.356)
H (1.039, -4.973, -0.494)
C (-4.398, 3.309, 0.704)
H (2.830, 3.209, 2.614)
C (0.617, -3.975, -0.343)
C (-0.211, -4.064, -2.737)
H (1.395, -3.242, -0.540)
P (1.852, 0.417, 1.496)
H (-3.132, 1.484, -3.374)
C (3.823, -2.344, -2.416)
S (2.506, -1.078, -2.650)
H (3.213, -1.418, 1.043)
C (0.425, 3.177, -1.420)
H (2.256, 1.990, -1.738)
H (3.710, 0.564, -0.710)
H (0.146, 0.788, -4.986)
H (-1.729, -2.996, 4.855)
H (2.877, 1.034, 4.327)
H (0.307, 2.434, -4.369)
C (1.245, 2.007, 5.291)
H (-1.349, -4.491, -0.983)
C (-0.965, 1.145, -3.176)
H (4.902, 0.782, 0.570)
O (1.874, -1.052, -1.330)
C (-2.202, 1.666, -3.907)
H (4.276, 2.206, 2.702)
H (-5.280, 3.683, 1.209)
C (-1.687, -0.805, 2.213)
H (1.195, 1.105, -3.621)
P (-1.330, -2.095, -1.044)
C (-3.669, -3.460, -1.956)
C (1.149, 1.139, 3.039)
Mn (0.191, -0.272, -0.047)
C (-3.700, -0.955, -2.019)
O (3.259, 0.112, -2.966)
C (2.947, -0.996, 2.019)
C (-0.767, 2.240, 4.003)
C (-4.153, 3.646, -0.622)
H (4.176, 3.496, 1.510)
C (-3.505, 2.488, 1.369)
H (-4.427, -1.083, -1.219)
H (-1.096, -4.100, -3.377)
C (-0.062, 2.468, 5.172)
C (-2.799, -1.330, 1.397)
H (4.812, 0.128, 2.414)
H (1.856, -1.657, 3.771)
C (-2.145, 2.288, -0.626)
H (-0.530, 2.990, 5.999)
H (4.046, -0.566, 3.847)
H (-2.124, 2.734, -4.122)
H (0.280, -5.039, -2.803)
C (2.130, -2.040, 2.783)
H (2.733, -2.941, 2.931)
H (-2.374, -2.215, -3.142)
C (3.598, 2.718, 2.019)
H (2.517, 3.719, -1.470)
H (-3.116, -4.377, -2.163)
C (3.007, 1.787, 0.961)
H (-4.837, 4.298, -1.153)
O (1.688, -1.610, -3.709)
H (2.326, 2.398, 0.366)
H (-2.320, -4.433, 0.895)
H (1.204, -2.295, 2.269)
H (0.326, -3.875, 0.703)
C (-0.180, 1.562, 2.931)
N (-0.656, -1.546, 1.354)
H (-2.867, 3.453, -2.295)
H (-3.703, 2.210, 2.399)
C (1.849, 1.355, 4.229)
H (-4.058, -3.504, -0.936)
H (4.532, 2.102, -0.534)
C (-3.036, 3.150, -1.275)
C (0.250, 1.383, -4.076)
H (4.890, -1.602, 2.714)
Se (-4.549, -1.132, 1.480)
Si (-1.073, 0.827, 1.434)
C (-1.690, -1.316, 3.622)
H (1.798, 2.167, 6.209)
C (4.245, -0.721, 2.785)
C (-1.805, -2.249, 0.725)
H (-4.529, -3.431, -2.633)
H (-2.185, -4.666, 3.209)
H (-1.796, 2.577, 3.926)
C (-1.785, -2.634, 3.834)
H (-3.125, -0.061, -1.780)
C (-0.574, -3.779, -1.281)
C (1.855, 2.982, -1.935)
C (-2.378, 1.976, 0.723)
P (-0.577, 1.590, -1.383)
C (4.095, 1.268, 0.021)
H (-1.101, 4.740, -1.600)
F (3.313, -3.566, -2.222)
F (4.617, -2.403, -3.492)
H (1.905, 3.140, -3.012)
H (-0.395, 4.227, -3.141)
H (-4.242, -0.776, -2.952)
H (0.480, 3.377, -0.341)
C (-2.002, -3.674, 2.810)
H (-2.267, 1.151, -4.871)
C (-0.185, 4.410, -2.084)
H (0.532, 5.236, -2.035)

Forces on atoms 1 to 3 (eV/Å):
H -0.01 -0.01 0.01
H -0.01 -0.02 0.00
H 0.00 0.00 0.00

***

Entry 4:
ORCA calculation (the ωB97M-V functional and the def2-TZVPD basis) on a structure of composition C38H54N4P2S4Ti.

Spin multiplicity: 3
E_LUMO (alpha / beta) (eV): 4.411 / 4.409
Charge: -2

Atoms and positions in Å:
C (-0.450, -6.010, -2.672)
H (0.912, -4.398, 0.746)
H (-2.798, -4.819, -1.884)
H (3.774, 0.222, -1.825)
H (-2.063, 5.073, 1.205)
H (-1.907, 3.861, -0.081)
H (-3.946, 2.792, 0.211)
C (-1.914, 0.397, -4.684)
C (-3.722, 1.924, -0.400)
H (-1.150, -6.749, -2.271)
C (2.357, -2.757, 0.712)
H (1.668, -4.018, 2.308)
H (0.411, -2.971, 1.667)
C (3.520, -3.658, 0.309)
C (4.089, -0.823, -1.877)
H (-1.827, 4.368, 3.629)
N (1.168, 2.122, -0.894)
C (-1.607, 4.112, 0.938)
H (-2.993, -1.411, 1.449)
C (0.321, 2.528, -1.866)
H (3.800, 4.500, 2.991)
C (-2.320, -0.029, -0.846)
H (-1.927, 2.665, 4.096)
H (0.263, 3.603, -2.011)
H (-5.385, 3.657, -1.777)
H (-0.589, -5.990, -3.758)
C (-1.524, 3.353, 3.348)
C (-1.053, -2.010, -0.983)
S (1.642, 2.887, 1.914)
C (-1.933, -4.177, -1.730)
H (3.399, -0.989, 5.347)
C (-2.654, 1.105, -0.059)
C (4.979, 0.465, 3.431)
C (4.441, 4.368, 2.122)
C (-1.468, 2.430, -3.516)
H (5.762, 0.458, 2.672)
H (0.562, -6.374, -2.482)
H (4.669, -1.024, -0.978)
H (3.849, -4.223, 1.188)
H (4.768, 3.331, 2.073)
H (1.723, -0.450, 5.500)
H (-0.718, -1.248, -4.009)
P (1.661, -1.594, -0.606)
H (4.738, -0.938, -2.753)
H (5.307, 5.030, 2.195)
H (1.413, -4.182, -1.923)
H (1.415, -2.168, -3.597)
H (-3.131, 3.041, 1.993)
H (-3.884, 1.675, 3.417)
S (0.957, -0.350, 2.880)
C (0.403, -3.820, -1.744)
H (5.221, -0.294, 4.183)
H (-4.229, -0.033, 3.685)
C (-4.515, 1.695, -1.520)
N (-1.207, -0.743, -0.503)
H (-4.747, 0.400, -3.212)
S (3.591, 4.819, 0.596)
H (-0.524, 4.226, 0.948)
H (4.377, -3.087, -0.054)
H (2.734, -2.049, 1.447)
H (3.241, -4.390, -0.456)
H (3.031, -1.715, -4.164)
H (-2.686, -1.788, 3.155)
N (2.151, 3.147, -0.728)
H (-2.959, 2.262, -5.029)
H (-6.534, 2.444, -1.221)
Ti (1.074, 0.722, 0.648)
H (-2.899, -1.055, -2.660)
S (3.563, 0.426, 1.056)
C (2.688, -0.206, 5.056)
H (-4.420, 0.659, 2.071)
C (2.562, -0.081, 3.555)
C (-0.660, -4.656, -2.047)
H (-1.732, 0.421, 3.537)
C (1.264, -3.585, 1.386)
C (-2.363, 0.279, 2.655)
C (2.880, -1.745, -2.029)
C (-5.664, 2.604, -1.868)
C (-0.933, -0.188, -3.895)
P (-1.544, 1.347, 1.357)
H (5.014, 1.441, 3.934)
C (-0.452, 1.761, -2.772)
C (-3.802, 0.682, 2.973)
H (-1.337, -1.549, 2.031)
H (1.929, -0.486, -3.510)
H (-5.991, 2.439, -2.898)
C (-2.183, 1.754, -4.467)
H (-3.133, -2.596, -0.968)
N (-0.212, 0.441, -2.978)
C (0.239, -2.545, -1.207)
H (-1.666, 3.475, -3.308)
C (3.628, 0.230, 2.799)
C (-4.183, 0.595, -2.303)
H (-2.463, -0.191, -5.409)
H (3.038, 0.730, 5.507)
C (2.381, 3.503, 0.480)
C (2.265, -1.515, -3.405)
H (-0.439, 3.307, 3.395)
C (-2.128, -2.913, -1.217)
H (3.229, -2.780, -1.995)
C (-2.333, -1.206, 2.296)
C (-2.039, 3.040, 1.942)
C (-3.134, -0.245, -1.984)

Forces on atoms 1 to 3 (eV/Å):
C 0.00 -0.03 0.01
H 0.01 0.01 -0.01
H 0.01 0.00 0.00

***

How do the records compare in F_max? In the order shown, they have 6.000, 1.378, 0.143, 0.593 eV/A.